# C72H160Br2N8

10 unconnected molecules or ions with the total composition C72H160Br2N8 at a distorted geometry (the ωB97M-V functional and the def2-TZVPD basis, the OMol25 dataset).

Structure (ORCA input):
```
! wB97M-V def2-TZVPD RIJCOSX def2/J DEFGRID3
* xyz 6 1
C 0.947 2.225 -3.766
C -0.203 2.276 -2.845
C 0.140 1.745 -1.457
C 0.544 0.261 -1.424
N 0.927 -0.346 -0.043
C 1.590 -1.703 -0.271
C 2.651 -1.807 0.702
C 3.355 -0.494 0.695
C 2.198 0.524 0.603
C -0.218 -0.377 0.978
H 1.946 2.408 -3.370
H 0.763 2.774 -4.690
H 1.141 1.241 -4.193
H -1.103 1.824 -3.263
H -0.443 3.323 -2.659
H -0.808 1.831 -0.925
H 0.982 2.281 -1.019
H 1.535 0.254 -1.878
H -0.160 -0.319 -2.021
H 0.795 -2.433 -0.118
H 1.927 -1.879 -1.292
H 2.329 -1.807 1.744
H 3.141 -2.780 0.654
H 3.817 -0.245 1.650
H 3.974 -0.408 -0.198
H 1.838 0.815 1.590
H 2.630 1.375 0.077
H -1.053 -1.028 0.717
H -0.524 0.667 1.032
H 0.206 -0.730 1.918
C -8.212 -3.613 -3.189
C -6.944 -2.810 -3.466
C -6.540 -1.874 -2.298
C -5.185 -1.152 -2.598
N -4.589 -0.281 -1.411
C -5.562 0.661 -0.688
C -5.999 1.663 -1.737
C -4.671 1.877 -2.494
C -3.703 0.824 -1.890
C -3.855 -1.232 -0.480
H -8.200 -4.341 -4.000
H -9.026 -2.888 -3.144
H -8.034 -4.139 -2.251
H -7.062 -2.220 -4.374
H -6.087 -3.468 -3.613
H -6.541 -2.374 -1.330
H -7.274 -1.070 -2.256
H -5.429 -0.488 -3.427
H -4.469 -1.924 -2.880
H -5.051 1.063 0.187
H -6.331 0.000 -0.290
H -6.373 2.643 -1.441
H -6.801 1.225 -2.330
H -4.187 2.850 -2.403
H -4.872 1.813 -3.563
H -3.292 1.289 -0.994
H -2.971 0.449 -2.606
H -3.265 -1.871 -1.137
H -4.686 -1.757 -0.010
H -3.340 -0.606 0.248
C 1.299 -8.467 6.065
C 2.307 -7.412 6.521
C 1.928 -6.079 5.826
C 2.903 -4.925 6.306
N 2.613 -3.480 5.741
C 3.711 -2.546 6.366
C 2.994 -2.032 7.624
C 1.535 -2.349 7.638
C 1.303 -2.978 6.265
C 2.654 -3.486 4.173
H 0.344 -8.299 6.563
H 1.777 -9.396 6.375
H 1.035 -8.441 5.008
H 3.337 -7.539 6.188
H 2.377 -7.249 7.596
H 0.892 -5.780 5.987
H 2.024 -6.258 4.755
H 3.897 -5.279 6.031
H 2.941 -4.810 7.389
H 3.861 -1.734 5.654
H 4.675 -3.056 6.389
H 3.259 -0.975 7.667
H 3.416 -2.546 8.487
H 0.875 -1.483 7.692
H 1.123 -2.945 8.452
H 1.030 -2.200 5.551
H 0.608 -3.812 6.158
H 3.617 -3.971 4.012
H 2.685 -2.451 3.832
H 1.977 -4.169 3.660
C -2.308 4.006 -6.065
C -3.467 4.772 -5.750
C -4.275 5.498 -6.918
C -4.955 4.462 -7.881
N -6.176 5.079 -8.675
C -6.676 3.984 -9.685
C -7.382 4.762 -10.749
C -6.730 6.152 -10.797
C -5.715 6.233 -9.700
C -7.254 5.434 -7.743
H -2.659 3.027 -6.392
H -1.713 3.750 -5.188
H -1.627 4.418 -6.810
H -3.173 5.654 -5.181
H -4.232 4.151 -5.283
H -3.535 6.062 -7.485
H -4.940 6.170 -6.375
H -5.369 3.654 -7.277
H -4.175 4.175 -8.586
H -7.338 3.297 -9.157
H -5.796 3.524 -10.134
H -8.440 4.502 -10.778
H -7.176 4.247 -11.688
H -7.572 6.796 -10.544
H -6.308 6.374 -11.777
H -5.562 7.200 -9.221
H -4.779 5.760 -9.997
H -7.625 4.579 -7.178
H -8.053 5.819 -8.376
H -6.992 6.306 -7.144
C 5.635 4.471 1.486
C 4.982 3.367 0.729
C 6.069 2.273 0.185
C 6.772 2.753 -1.067
N 6.675 1.776 -2.342
C 5.110 1.632 -2.741
C 5.224 1.205 -4.196
C 6.591 1.583 -4.739
C 7.301 2.271 -3.620
C 7.235 0.363 -2.041
H 6.144 4.014 2.334
H 4.851 5.143 1.834
H 6.394 5.088 1.005
H 4.401 3.757 -0.107
H 4.330 2.833 1.419
H 5.596 1.295 0.098
H 6.859 2.107 0.917
H 7.822 2.961 -0.859
H 6.424 3.732 -1.397
H 4.569 0.934 -2.102
H 4.541 2.549 -2.590
H 4.959 0.148 -4.179
H 4.440 1.783 -4.686
H 7.160 0.707 -5.051
H 6.500 2.138 -5.673
H 8.381 2.270 -3.471
H 7.117 3.328 -3.816
H 6.541 0.062 -1.256
H 8.261 0.558 -1.731
H 7.108 -0.267 -2.921
C -0.442 5.016 -0.524
C 1.048 5.132 -0.265
C 1.638 4.726 1.117
C 1.090 5.584 2.292
N 1.210 4.974 3.721
C 1.374 6.101 4.829
C 2.221 5.535 5.934
C 2.716 4.130 5.396
C 2.544 4.159 3.978
C -0.029 4.199 4.096
H -0.773 3.978 -0.489
H -0.624 5.544 -1.460
H -1.044 5.446 0.276
H 1.310 6.179 -0.414
H 1.668 4.740 -1.072
H 2.715 4.868 1.033
H 1.424 3.682 1.348
H 0.055 5.849 2.076
H 1.691 6.492 2.228
H 0.409 6.491 5.150
H 1.657 7.073 4.425
H 1.727 5.453 6.903
H 3.058 6.221 6.069
H 2.365 3.258 5.948
H 3.805 4.128 5.349
H 2.566 3.165 3.533
H 3.379 4.689 3.520
H 0.084 3.964 5.154
H -0.137 3.296 3.494
H -0.868 4.881 3.959
C 6.558 -4.005 -0.197
C 5.240 -4.722 0.236
C 4.317 -5.060 -0.919
C 3.107 -5.989 -0.737
N 2.083 -5.958 -1.970
C 0.846 -6.987 -1.734
C 0.558 -7.425 -3.169
C 1.820 -7.332 -3.983
C 2.671 -6.219 -3.394
C 1.454 -4.580 -2.125
H 6.324 -3.122 -0.791
H 7.237 -4.654 -0.750
H 7.274 -3.810 0.602
H 4.774 -4.306 1.129
H 5.565 -5.609 0.780
H 4.885 -5.260 -1.828
H 3.853 -4.101 -1.151
H 2.537 -5.742 0.159
H 3.415 -7.007 -0.498
H -0.073 -6.648 -1.255
H 1.268 -7.763 -1.095
H -0.204 -6.775 -3.599
H 0.132 -8.401 -2.934
H 1.591 -7.181 -5.038
H 2.439 -8.226 -4.057
H 2.778 -5.269 -3.918
H 3.700 -6.510 -3.188
H 0.977 -4.126 -1.256
H 0.826 -4.672 -3.011
H 2.197 -3.828 -2.389
C -1.655 -5.359 4.970
C -2.438 -4.610 6.013
C -3.120 -3.274 5.702
C -2.168 -2.107 5.508
N -2.831 -0.706 5.292
C -1.708 0.385 5.377
C -2.385 1.689 5.569
C -3.479 1.296 6.583
C -3.854 -0.217 6.402
C -3.556 -0.814 3.874
H -1.112 -6.177 5.445
H -0.966 -4.667 4.486
H -2.283 -5.887 4.253
H -1.789 -4.512 6.884
H -3.201 -5.289 6.393
H -3.869 -2.969 6.433
H -3.818 -3.313 4.866
H -1.220 -2.130 4.972
H -1.736 -2.029 6.506
H -1.319 0.295 4.362
H -0.937 0.057 6.074
H -2.837 2.102 4.668
H -1.686 2.419 5.976
H -4.437 1.804 6.479
H -3.025 1.552 7.540
H -4.871 -0.243 6.010
H -3.622 -0.900 7.219
H -2.924 -1.128 3.043
H -3.878 0.213 3.702
H -4.396 -1.496 4.003
Br -1.495 -2.311 -3.676
Br -2.669 2.411 1.626
*
```

## Properties
Electronic energy (a.u.): -8422.9997
LUMO (eV): -11.2
Energy relative to the best compared isomer or geometry (same formula, charge and spin) (eV): 5.8035

Mulliken population analysis, charges in e, atoms 1 to 5: -1.631, -0.205, 1.820, -0.581, 1.418